ORCA calculation (ωB97M-V/def2-TZVPD) on C14H16Cl2N2O3 in the gas phase.

```
37
Properties=species:S:1:pos:R:3:forces:R:3
H 1.079832 2.498173 -1.085579 -0.01 0.03 0.04
H 3.174271 -1.362628 -1.039630 0.12 0.09 0.17
O -5.972822 -1.310558 0.755164 0.29 0.17 0.35
C 1.877214 2.055225 0.871252 0.07 0.43 -0.18
O 4.334244 1.451678 -0.144654 0.11 0.05 -0.06
H 0.353981 3.437611 0.243609 0.01 0.01 -0.04
C -4.037863 0.005110 1.575817 -0.32 -0.20 -0.10
H -0.731433 -0.535017 -0.135583 0.05 -0.03 -0.04
C -1.560572 1.871182 -0.613343 0.03 0.06 0.08
H 1.582736 -1.255374 0.434462 -0.01 0.04 0.03
H 2.719014 2.736104 0.744740 -0.12 -0.08 0.07
C -4.861526 -0.522108 0.610900 0.20 0.17 -0.56
H 1.541974 2.067410 1.912074 0.01 0.03 -0.02
H 0.895685 -0.227572 1.700591 0.02 -0.12 -0.05
H -2.295311 1.214335 1.860960 0.09 0.04 0.10
H -1.779247 2.913210 -0.358234 0.07 -0.01 -0.10
Cl 5.452796 -0.886869 -1.255954 -0.21 -0.12 -0.05
N 2.322522 0.713706 0.543970 -0.28 0.21 0.19
H 0.440184 0.128301 -1.307034 -0.03 -0.01 0.03
H -6.445727 -2.649882 -0.737978 0.08 0.26 0.06
H -1.415618 1.815482 -1.706155 -0.02 0.04 0.04
C -2.969350 0.782199 1.139017 0.06 0.08 -0.13
C -6.439490 -1.563872 -0.552301 -1.02 -0.69 -0.28
C 0.098395 0.163847 -0.255151 0.07 -0.19 0.29
C -2.731254 1.014543 -0.207830 -0.05 -0.01 0.05
N -0.359566 1.490052 0.111003 0.01 0.07 -0.13
H -4.218734 -0.175095 2.621905 -0.02 -0.02 0.16
C 0.718173 2.449011 -0.042705 0.14 0.01 0.25
H -7.463810 -1.172150 -0.661065 0.27 -0.02 0.04
H -3.405199 0.633718 -2.231508 0.06 0.03 -0.17
C 3.914845 -0.895763 -0.387933 0.35 -0.04 -0.12
C 1.250313 -0.247074 0.664943 -0.34 -0.21 -0.33
O -5.590200 -0.930354 -1.485369 0.39 0.27 -0.16
C -3.571930 0.467303 -1.179991 -0.23 -0.14 0.02
C -4.630581 -0.291784 -0.745554 -0.04 -0.04 0.62
C 3.544102 0.547186 0.009108 0.24 -0.08 -0.05
Cl 4.060160 -1.890625 1.084492 -0.03 -0.06 0.00
```
Positions in Å, forces in eV/Å.

Values from the calculation:
Highest occupied orbital energy   -0.3022 Eh
Kohn-Sham gap   8.818 eV
Relative energy (zero: lowest compared OMol25 entry of this formula, charge and spin)   30.9 kcal/mol
2S+1   1

Mulliken population analysis, charges in e, atoms 1 to 5: atom 1 (H): 0.33, atom 2 (H): 0.26, atom 3 (O): -0.48, atom 4 (C): -1.03, atom 5 (O): -0.63

=====

ORCA calculation (ωB97M-V/def2-TZVPD) on 5 unconnected molecules or ions with the total composition C24H45N5.

```
74
Properties=species:S:1:pos:R:3:forces:R:3
H 1.956242 -2.132884 -5.279221 0.61 -0.91 -0.80
H -0.020824 -0.700399 -2.241575 -0.32 -0.37 -1.05
C 4.271138 0.440015 -2.069766 -0.61 0.31 1.00
H -1.502504 -0.538394 3.709955 -0.22 -0.06 0.31
C 2.782866 0.229581 3.184150 -0.23 1.35 -0.06
C -4.118421 1.674719 0.621497 -0.11 0.07 -0.62
N -3.126484 2.416362 1.362299 0.98 -0.55 1.12
H 1.135710 1.569559 2.423203 -0.12 0.14 0.33
C 2.038314 1.486363 3.010352 1.13 -1.67 0.32
H -3.532280 1.268842 -0.207384 -0.43 -0.35 -0.13
H -1.142779 4.663457 1.791797 -0.43 -0.48 -0.48
C -4.880693 0.585914 1.370719 0.68 -0.29 1.11
H 4.776332 2.320553 4.430440 0.39 0.99 0.54
C 2.548285 1.317408 -0.860178 -0.65 -0.18 0.21
H 1.934304 -2.036901 -3.190209 0.46 -0.54 -0.17
N 0.658951 -3.682317 -3.503873 -0.36 -1.56 -2.58
H -2.927020 3.597312 4.657093 -0.35 -0.62 -0.51
H 1.066545 -2.691375 -1.857416 -0.23 0.58 0.37
H -1.714790 2.896295 3.568965 -0.79 0.20 0.24
C -1.045520 3.838935 1.052624 0.53 1.21 -1.21
H -3.701752 4.154908 2.320916 0.06 0.05 0.44
C -0.039754 -1.593558 2.421645 0.44 -1.40 -0.45
H -2.010200 0.804375 1.804100 0.52 -0.15 -1.14
C 0.611261 -3.640699 -4.996636 -1.79 0.47 1.27
N -1.341609 0.025661 1.658857 -0.58 -0.20 2.31
H 0.397870 -0.538775 -3.932673 -0.55 -0.68 -0.08
H 2.704283 -3.788609 -5.209403 -0.01 0.19 -0.40
H -1.600757 -5.123476 -1.458248 0.00 0.26 0.33
H 0.123632 -5.250012 -1.261330 0.01 0.24 -0.53
C -0.027013 -1.271865 -3.219742 2.11 1.07 2.47
H 2.439907 3.501393 3.710231 0.73 -0.22 0.17
H -0.756835 -5.173991 -3.650807 -0.15 0.75 0.31
H 3.626429 1.438680 0.916119 0.10 0.13 1.22
H 0.342995 -4.648400 -5.267992 -0.18 -0.33 -0.43
H -2.877564 1.802494 4.206372 -0.46 0.59 0.07
C -2.364878 3.257255 0.456132 0.68 1.71 1.96
N 3.658186 1.349573 -0.062270 0.09 -0.96 -2.06
C 0.973169 -2.454085 -2.912171 -0.45 1.91 0.39
C -0.635410 -4.214822 -3.094001 1.02 -1.17 0.97
H 4.834074 -0.131378 -2.811983 -0.20 0.57 0.32
H -4.599785 2.729805 2.690798 -1.18 -0.13 0.53
C 4.671295 0.777788 -0.795969 1.00 -0.53 0.10
H -0.258778 -2.940800 -5.279993 1.00 -0.89 -0.04
H -2.118112 2.729299 -0.414937 0.34 -1.03 -1.17
C 3.930275 0.545501 3.874095 -1.37 0.85 -0.70
H 4.675499 -0.045123 4.324803 0.80 -0.68 0.07
C 0.290489 -1.380638 1.052978 -0.69 0.35 -0.47
H -0.390624 4.277194 0.207032 -1.13 -0.68 1.17
C -3.612456 3.089842 2.581875 0.37 0.57 -0.98
H -4.842322 2.390781 0.174304 -0.05 -0.34 0.02
H -0.640539 -3.723740 -0.919005 -0.22 0.39 0.02
H 2.456661 -0.724383 2.805728 0.11 -0.03 0.18
H -4.255343 -0.161692 1.948283 -0.28 0.85 -0.95
H -5.486904 1.061836 2.147506 -0.30 -0.21 -0.24
H -1.472561 -3.552619 -3.328711 -0.15 0.03 -0.17
C -2.801798 2.847181 3.847964 1.94 -0.23 -0.34
C -0.587701 -0.379744 0.616588 1.02 -0.36 0.03
H -1.023131 -1.575930 -3.400503 -0.95 -0.14 -0.51
H 2.182550 0.760056 -2.894237 0.26 -0.21 0.14
C -0.668341 -4.563475 -1.599155 -0.41 -0.85 -0.14
H -0.745676 0.083591 -0.328412 0.18 0.14 -0.56
H -0.435249 3.100600 1.538462 0.19 -0.66 0.12
C -1.026358 -0.733156 2.774589 -0.11 0.67 -0.78
H 5.609531 0.509808 -0.349262 0.22 0.33 0.27
N 3.942425 1.908780 4.107204 -1.44 -1.01 -0.17
C 1.875252 -3.203969 -5.626823 0.34 1.63 2.08
H -5.515950 0.031005 0.682814 -0.08 0.08 0.06
C 2.894163 0.814164 -2.074187 -0.51 -0.11 -1.25
C 2.757293 2.461606 3.645303 0.07 0.31 -0.75
H 1.789287 -3.244534 -6.674845 0.23 -0.04 -1.31
H -2.969858 4.110319 0.133809 -0.25 0.20 -0.14
H 1.535965 1.404074 -0.486713 0.26 0.60 0.13
H 0.277617 -2.487057 2.948533 0.23 0.51 0.36
H 1.049786 -1.944118 0.479509 -0.76 0.58 0.30
```
Positions in Å, forces in eV/Å.

Values from the calculation:
Highest occupied orbital energy   -0.2893 Eh
Kohn-Sham gap   8.645 eV
Relative energy (zero: lowest compared OMol25 entry of this formula, charge and spin)   12.5 kcal/mol
2S+1   1

Mulliken population analysis, charges in e, atoms 1 to 5: atom 1 (H): 0.17, atom 2 (H): -0.16, atom 3 (C): -0.85, atom 4 (H): 0.42, atom 5 (C): -0.50

=====

ORCA calculation (ωB97M-V/def2-TZVPD) on a molecular structure, C16H10F3MnN2O4.

```
36
Properties=species:S:1:pos:R:3:forces:R:3
C -1.531747 4.687310 -2.042614 0.00 0.03 -0.02
C 2.111858 -3.174877 2.868724 -0.03 0.09 -0.06
O 0.501655 1.763376 0.096218 0.38 -0.31 0.04
C 0.158508 -4.568263 3.134222 -0.04 -0.04 0.01
C -0.836564 3.696660 -1.368394 0.01 -0.06 0.03
H -3.453763 5.394683 -2.677028 0.00 0.00 0.00
F 2.885057 -1.900605 -3.456189 0.03 0.08 0.05
C -2.913182 2.561332 -0.911987 -0.01 -0.01 0.00
O 1.962906 -1.069154 1.876296 -0.12 0.51 -0.30
H -0.288213 -5.491142 3.475662 -0.01 0.00 0.00
H 0.240226 3.735209 -1.286779 0.00 0.00 0.00
C -0.910033 -1.448982 1.440709 0.13 0.21 -0.06
H -4.679184 3.500377 -1.669272 -0.01 -0.01 0.00
C -0.606734 -3.607232 2.524840 0.03 0.08 -0.03
H 2.140913 -5.091926 3.783135 0.00 -0.01 0.00
H -3.439322 1.725692 -0.473486 0.01 -0.02 0.01
C -2.913032 4.619787 -2.149467 0.02 0.00 0.00
O 1.044186 0.112184 -2.409206 -0.03 -0.01 -0.12
C 1.347618 -2.172683 2.246399 -0.17 -0.42 0.19
O 2.508635 -0.243881 -0.747804 0.60 0.10 -0.11
F 4.426376 -0.789423 -2.413855 -0.09 0.01 -0.10
C -0.784355 1.571424 -0.089397 -0.22 0.00 0.18
N -1.409500 0.524298 0.367298 -0.17 0.32 -0.15
H 3.170645 -2.997089 2.995854 0.01 0.03 -0.01
C 2.128082 -0.202414 -1.988331 -0.11 -0.04 0.15
H -0.992243 5.512030 -2.488866 0.00 0.01 0.00
C -1.525920 2.630258 -0.799126 -0.09 -0.03 -0.05
C -3.602288 3.555230 -1.583223 0.00 0.01 -0.01
C 1.527539 -4.339932 3.303934 -0.01 -0.01 0.01
C 3.219516 -0.689642 -2.980308 0.02 0.07 0.00
N -0.500067 -0.329249 0.947604 0.16 -0.12 0.15
F 3.314894 0.149459 -4.018687 0.00 -0.08 0.08
H -1.969430 -1.676057 1.355259 -0.02 0.05 -0.02
H -1.668559 -3.764947 2.380669 -0.02 0.00 0.00
C -0.043195 -2.399217 2.068679 0.23 -0.10 0.12
Mn 1.378718 0.217408 0.688519 -0.47 -0.33 -0.02
```
Positions in Å, forces in eV/Å.

Values from the calculation:
Highest occupied orbital energy (spin up / spin down)   -0.3189 / -0.3218 Eh
Kohn-Sham gap (spin up / spin down)   6.977 / 7.540 eV
Relative energy (zero: lowest compared OMol25 entry of this formula, charge and spin)   12.1 kcal/mol
2S+1   5

Mulliken population analysis, charges in e, atoms 1 to 5: atom 1 (C): -0.67, atom 2 (C): -0.47, atom 3 (O): -0.95, atom 4 (C): -0.67, atom 5 (C): -0.40

=====

ORCA calculation (ωB97M-V/def2-TZVPD) on 4 unconnected molecules or ions with the total composition C18H33ClN6.

```
58
Properties=species:S:1:pos:R:3:forces:R:3
Cl 0.173577 0.451843 -0.270777 -0.09 0.01 0.30
C 0.313362 -2.539785 -2.336403 0.57 -0.96 0.63
N 1.298906 3.266440 -3.389071 1.17 1.01 -0.88
H -2.733755 -2.245639 7.366800 0.83 0.38 -0.72
H -0.249969 -3.173121 -4.339436 -0.77 -0.31 -1.19
H 1.469611 2.251174 4.967316 -1.11 0.46 -0.35
N 1.479324 -2.878144 -1.606089 -1.82 0.41 -1.58
H 1.801934 -2.544153 1.718841 0.68 0.56 0.92
H -2.162417 1.004243 -3.150240 -0.20 0.25 -0.08
N -0.678004 2.441007 -3.222219 -1.35 0.80 -1.09
H 3.128973 -4.066089 -2.034369 1.37 -0.62 0.23
N -0.402165 1.484784 4.309047 1.05 -0.46 -0.14
H -3.802128 2.242980 -2.034926 -1.22 -0.35 0.06
H -0.855363 1.164067 6.473711 0.19 0.27 -1.07
C -3.030100 2.870261 -2.400547 -0.06 0.58 -2.33
C -1.959664 -1.628901 6.824650 -1.70 0.86 1.65
C -0.587141 3.010458 -4.471599 -0.88 -0.42 -0.07
H 1.123173 3.925153 -5.512033 -0.10 -0.01 0.72
C -0.941154 0.941933 5.395034 -1.06 -0.58 -0.71
C 0.409852 -3.235651 -3.535700 0.27 1.48 2.63
H -3.341574 3.453842 -3.327478 0.18 -1.07 1.01
H 2.417987 -4.167189 -5.417878 0.21 0.17 -0.60
H 3.469367 3.163645 -3.494677 -0.43 0.38 0.07
H 2.975127 -5.364590 -4.206848 -0.59 0.41 -0.34
C -1.657286 -0.150082 3.579104 -0.18 -0.21 -0.14
C -0.750609 0.782678 3.146214 -0.69 0.02 1.21
C -2.718731 -0.686365 5.851404 2.06 -0.62 0.71
H -1.510984 1.599085 -1.649557 -0.25 -0.45 0.45
H -3.458844 -1.163182 5.268289 -0.61 -0.64 -0.73
N -1.746772 -0.019414 4.938445 -0.93 -0.11 1.31
C -1.889902 1.913054 -2.607823 0.62 -0.55 0.27
H -2.872638 3.599596 -1.658042 0.65 0.86 1.00
H 0.626122 2.051248 -1.576493 -0.17 1.36 -1.64
H 0.951778 -3.816919 1.024485 0.51 0.01 -0.64
H 2.982316 -2.524221 -0.362500 0.03 -0.02 0.66
H -0.344454 1.004616 2.159342 -0.15 -0.02 0.23
C 0.572234 2.546270 4.353811 0.67 0.56 1.00
C 1.912234 -2.328316 -0.347063 0.17 1.16 0.12
H -1.485695 3.005895 -5.052445 0.12 0.11 -0.63
H 0.191254 -2.312089 1.099728 0.64 0.51 -0.68
C 0.435452 2.613127 -2.593669 2.62 -0.73 2.57
H -2.295586 -0.905994 3.102271 0.66 0.62 -0.03
H 2.874896 4.874827 -3.187495 -0.67 -0.80 -0.55
C 2.224136 -3.659485 -2.346880 -1.79 -0.33 -1.71
H -1.235755 -2.266617 6.348502 0.29 -0.13 -0.08
H -1.541146 -0.994311 7.671401 0.02 -0.88 -1.22
C 2.697327 3.790684 -3.022468 -0.93 -0.62 -0.21
H 1.742770 -1.245660 -0.393363 0.37 -0.12 -0.30
H -0.455213 -1.948533 -1.797714 0.66 -0.32 -0.95
H 0.919377 2.650157 3.357977 0.37 0.46 -0.91
H 0.072693 3.484377 4.689308 0.67 -0.68 -0.12
C 0.654966 3.491461 -4.625220 0.65 0.19 0.42
H 2.754112 3.689535 -1.958993 0.15 -0.35 0.64
H -3.195748 0.053114 6.458529 -0.38 0.67 0.04
C 1.184648 -2.747388 0.884005 -1.60 -1.82 0.82
C 2.109302 -4.801851 -4.614997 0.57 0.28 1.56
H 1.346140 -5.494099 -4.917362 -0.35 -0.19 -0.09
N 1.589835 -3.913755 -3.525814 1.08 -0.50 0.55
```
Positions in Å, forces in eV/Å.

Values from the calculation:
Highest occupied orbital energy   -0.5002 Eh
Kohn-Sham gap   9.620 eV
Charge   +2
Relative energy (zero: lowest compared OMol25 entry of this formula, charge and spin)   18.7 kcal/mol
2S+1   1

Mulliken population analysis, charges in e, atoms 1 to 5: atom 1 (Cl): -0.76, atom 2 (C): -0.25, atom 3 (N): 0.12, atom 4 (H): 0.35, atom 5 (H): 0.48

=====

ORCA calculation (ωB97M-V/def2-TZVPD) on a molecular structure, C24H26Br2MnN3O3Si.

```
60
Properties=species:S:1:pos:R:3:forces:R:3
H -0.655612 -2.538284 5.144432 -0.06 -0.03 -0.05
H -1.786210 1.188872 -2.349949 -0.03 0.04 0.02
C -0.218275 0.096895 -2.932581 0.05 0.05 -0.09
C -3.247486 -2.816784 2.259130 -0.01 -0.02 -0.01
O 1.624685 -1.856518 -0.959237 -0.05 0.03 -0.05
H -0.236627 2.167034 2.948876 -0.04 0.04 0.04
H 5.401012 1.520799 -2.484097 -0.01 0.02 0.04
H -1.698256 3.172052 2.816712 0.02 -0.12 0.03
Si -1.487407 1.682914 0.881441 -0.55 0.34 0.19
C -4.143052 -2.988939 1.173337 0.00 0.00 0.11
H -0.652490 2.876083 -1.183819 -0.01 0.10 0.14
C 0.722649 0.316190 -5.233452 -0.05 -0.07 0.20
C -1.392679 -2.598849 4.353059 -0.16 -0.14 0.21
N -0.025402 -0.495367 -1.767009 0.09 -0.05 0.12
C 1.128623 -1.238111 -1.875044 -0.07 -0.03 0.09
N 0.691728 -0.194557 -3.875809 0.06 0.01 -0.15
C -1.152513 -2.042044 3.140847 0.09 0.11 -0.26
C -3.507513 -3.397119 3.528775 -0.03 -0.02 -0.05
Br 0.562424 -1.247530 2.859851 0.19 -0.12 0.52
H -5.045353 -3.574094 1.323599 0.08 0.03 -0.01
C 5.974745 0.490109 0.691386 0.00 0.01 0.07
H 0.096615 3.481731 0.293346 -0.12 -0.05 -0.11
C -2.057217 -2.068112 2.046599 -0.12 -0.10 0.15
H 1.622086 -2.101239 -3.797231 0.00 -0.04 -0.02
C -3.857961 -2.432340 -0.037698 0.03 0.06 -0.09
H 2.668544 -0.741655 -3.324768 0.05 0.07 0.05
H -1.250479 1.539656 -3.938942 -0.03 -0.01 -0.05
C 3.977712 1.572696 -0.883614 -0.02 -0.06 0.16
C -1.292623 2.162323 2.668960 0.06 0.02 0.35
C -2.618448 -3.276598 4.554927 0.07 0.02 0.05
H -3.699538 2.586536 0.219012 0.00 -0.14 0.09
C 6.211618 0.735873 -0.651960 0.02 -0.01 -0.05
H 0.585839 1.398658 -5.247431 0.03 0.02 0.03
C 3.704791 1.296404 0.455995 -0.04 -0.13 -0.22
C 2.344760 1.432002 1.105435 -0.44 0.07 -0.54
H 6.759667 0.080526 1.317172 -0.07 0.00 -0.05
C -2.703754 -1.629739 -0.200132 -0.23 -0.07 -0.22
O 1.385657 0.901729 0.396838 0.78 0.29 0.31
Mn -0.124483 -0.260243 0.551413 -0.02 -0.20 -0.88
C -0.848627 3.126426 -0.133045 0.32 0.10 -0.27
C 1.651275 -1.129062 -3.303310 -0.11 0.11 -0.08
H -2.827017 -3.717363 5.522635 0.01 0.02 -0.06
H 7.175944 0.502349 -1.090791 -0.08 0.05 0.04
H -3.872224 1.326668 1.465590 0.07 0.00 -0.21
C -3.341121 1.600879 0.543848 -0.26 -0.20 -0.18
H -0.037562 -0.147447 -5.864951 -0.02 -0.03 0.01
H -1.832355 1.471257 3.325912 0.07 0.08 -0.03
O 2.234513 1.978621 2.183042 -0.06 -0.12 0.18
C -1.801273 -1.409370 0.805664 0.14 0.01 0.33
H 1.699898 0.108091 -5.658779 0.04 0.00 0.00
Br 2.692456 2.433695 -1.998306 -0.01 -0.10 -0.02
C 5.215012 1.294802 -1.441984 0.04 0.01 0.04
H -4.526524 -2.587642 -0.878599 0.03 0.03 0.06
H -2.545879 -1.159150 -1.167003 -0.02 -0.06 0.02
H -3.619002 0.858617 -0.217065 0.01 0.22 0.15
N -1.273179 0.897945 -3.166971 0.12 -0.04 0.07
H -4.429807 -3.953429 3.664350 0.05 0.05 -0.01
C 4.730403 0.773563 1.236249 0.08 0.01 0.03
H -1.581723 3.941143 -0.100883 0.09 -0.05 -0.01
H 4.527037 0.588445 2.286048 0.02 0.02 -0.10
```
Positions in Å, forces in eV/Å.

Values from the calculation:
Highest occupied orbital energy (spin up / spin down)   -0.2779 / -0.2771 Eh
Kohn-Sham gap (spin up / spin down)   7.674 / 7.659 eV
Relative energy (zero: lowest compared OMol25 entry of this formula, charge and spin)   8.3 kcal/mol
2S+1   5

Mulliken population analysis, charges in e, atoms 1 to 5: atom 1 (H): 0.42, atom 2 (H): 0.08, atom 3 (C): -0.06, atom 4 (C): 0.91, atom 5 (O): -0.60